Record 1
{"formula": "C2H7N2O", "method": "ωB97M-V with the def2-TZVPD basis set", "smiles": "NC(=O)C[NH3+]", "largest_force_ha_per_bohr": 0.046, "total_charge": 1, "spin_multiplicity": 1, "lumo_ev": -3.904, "de_lowest_ev": 0.795, "orbital_gap_ha": 0.416, "e_homo_ev": -15.22, "symbols": ["O", "N", "N", "C", "C", "H", "H", "H", "H", "H", "H", "H"], "coordinates": [[-0.467, 1.579, -0.181], [1.209, 1.109, 1.229], [-1.108, -0.698, -0.925], [0.197, -0.697, -0.125], [0.208, 0.746, 0.402], [0.339, -1.506, 0.575], [-2.008, -1.106, -0.659], [1.053, 1.696, 2.041], [-1.310, 0.334, -1.037], [-0.942, -1.146, -1.821], [0.872, -0.789, -0.978], [1.956, 0.477, 1.479]]}

***

Record 2
{"formula": "C2H7N2O2", "method": "ωB97M-V with the def2-TZVPD basis set", "largest_force_ha_per_bohr": 0.079, "total_charge": 1, "spin_multiplicity": 1, "lumo_ev": -5.085, "de_lowest_ev": 6.824, "orbital_gap_ha": 0.412, "e_homo_ev": -16.29, "symbols": ["O", "O", "N", "N", "C", "C", "H", "H", "H", "H", "H", "H", "H"], "coordinates": [[1.467, -0.885, -0.758], [1.216, 2.229, -0.930], [-0.376, 1.027, 0.189], [0.316, 1.559, -0.662], [-0.802, 0.803, -1.197], [-0.326, 0.414, 1.449], [-1.694, 1.506, -1.498], [-0.007, -0.669, 1.245], [-1.328, 0.484, 1.967], [2.017, -1.702, -0.340], [0.504, 0.914, 2.133], [-0.579, -0.123, -1.663], [2.100, -0.442, -1.306]]}

***

Record 3
{"formula": "C2H7N2OP", "method": "ωB97M-V with the def2-TZVPD basis set", "largest_force_ha_per_bohr": 0.066, "total_charge": 0, "spin_multiplicity": 3, "lumo_ev": [0.863, -3.124], "de_lowest_ev": 3.192, "orbital_gap_ha": [0.173, 0.255], "e_homo_ev": [-3.85, -10.07], "symbols": ["P", "O", "N", "N", "C", "C", "H", "H", "H", "H", "H", "H", "H"], "coordinates": [[2.121, -0.613, -1.643], [0.765, 1.276, 0.961], [-0.909, -0.054, 0.087], [0.857, 0.529, -1.504], [-1.706, -0.240, 1.256], [0.165, 0.702, 0.100], [1.533, -1.596, -0.942], [1.219, 1.436, -1.826], [2.821, -0.438, -0.306], [-1.771, -1.364, 1.417], [-1.483, -0.213, -0.709], [-1.061, 0.123, 1.952], [-2.549, 0.452, 1.158]]}

***

Record 4
{"formula": "C2H7N2OPS", "method": "ωB97M-V with the def2-TZVPD basis set", "smiles": "N[P@@H](=O)NCC=S", "largest_force_ha_per_bohr": 0.060, "total_charge": 0, "spin_multiplicity": 1, "lumo_ev": -0.951, "de_lowest_ev": 2.436, "orbital_gap_ha": 0.306, "e_homo_ev": -9.29, "symbols": ["S", "P", "O", "N", "N", "C", "C", "H", "H", "H", "H", "H", "H", "H"], "coordinates": [[-2.959, 0.566, -0.856], [1.319, 0.530, -0.484], [2.525, 0.313, -1.283], [1.755, 1.326, 0.954], [0.465, -0.906, -0.230], [-0.895, -0.691, 0.413], [-2.021, -0.763, -0.603], [0.322, 1.507, -0.805], [0.931, 1.697, 1.550], [-1.095, -1.396, 1.172], [2.391, 0.822, 1.550], [0.317, -1.513, -1.142], [-2.168, -1.821, -1.121], [-0.889, 0.330, 0.887]]}

***

Record 5
{"formula": "C2H7N2P", "method": "ωB97M-V with the def2-TZVPD basis set", "largest_force_ha_per_bohr": 0.112, "total_charge": 0, "spin_multiplicity": 1, "lumo_ev": [0.026, -0.461], "de_lowest_ev": 4.245, "orbital_gap_ha": [0.348, 0.230], "e_homo_ev": [-9.44, -6.71], "symbols": ["P", "N", "N", "C", "C", "H", "H", "H", "H", "H", "H", "H"], "coordinates": [[-2.495, 0.315, 0.681], [0.345, -1.357, 0.619], [-3.285, 0.131, -0.619], [1.039, -0.523, -0.252], [1.141, 1.016, 0.135], [0.310, 1.565, -0.358], [-3.480, -0.428, -1.398], [0.457, -0.464, -1.128], [2.009, -1.014, -0.307], [2.053, 1.328, -0.012], [0.996, 0.952, 1.171], [0.910, -1.522, 1.469]]}

***

Record 6
{"formula": "C2H7N2S", "method": "ωB97M-V with the def2-TZVPD basis set", "largest_force_ha_per_bohr": 0.055, "total_charge": -1, "spin_multiplicity": 1, "lumo_ev": 4.362, "de_lowest_ev": 1.226, "orbital_gap_ha": 0.265, "e_homo_ev": -2.85, "symbols": ["S", "N", "N", "C", "C", "H", "H", "H", "H", "H", "H", "H"], "coordinates": [[-1.880, 0.458, 0.459], [3.335, 0.302, 0.686], [1.117, -0.383, 0.796], [2.088, 0.377, 0.326], [-2.839, -0.273, -0.882], [-3.753, -0.711, -0.498], [1.978, 1.049, -0.547], [-2.383, -1.029, -1.527], [0.086, -0.190, 0.655], [-3.011, 0.513, -1.665], [3.861, 1.122, 0.952], [1.401, -1.237, 1.246]]}

***

Record 7
{"formula": "C2H7N3", "method": "ωB97M-V with the def2-TZVPD basis set", "smiles": "C/N=C\\NN", "largest_force_ha_per_bohr": 0.062, "total_charge": 0, "spin_multiplicity": 1, "lumo_ev": 0.820, "de_lowest_ev": 2.827, "orbital_gap_ha": 0.393, "e_homo_ev": -9.88, "symbols": ["N", "N", "N", "C", "C", "H", "H", "H", "H", "H", "H", "H"], "coordinates": [[-0.053, -1.080, -1.262], [-0.535, 0.863, 1.174], [0.257, -1.212, 0.200], [-0.626, -0.418, 1.061], [0.391, 1.315, 0.110], [-0.138, 1.371, -0.856], [0.037, -2.191, 0.387], [1.237, 0.682, -0.206], [-1.143, -0.969, 1.836], [0.566, -0.230, -1.522], [0.860, 2.343, 0.324], [-0.854, -0.473, -1.246]]}

***

Record 8
{"formula": "C2H7N3", "method": "ωB97M-V with the def2-TZVPD basis set", "smiles": "C=NN(C)N", "largest_force_ha_per_bohr": 0.144, "total_charge": 0, "spin_multiplicity": 1, "lumo_ev": 1.051, "de_lowest_ev": 3.968, "orbital_gap_ha": 0.332, "e_homo_ev": -7.98, "symbols": ["N", "N", "N", "C", "C", "H", "H", "H", "H", "H", "H", "H"], "coordinates": [[-0.406, 0.333, 0.163], [0.672, 1.070, -0.216], [-1.670, 0.939, 0.342], [-0.386, -1.100, 0.017], [1.891, 0.253, -0.301], [-0.051, -1.661, 0.956], [-2.158, 1.343, -0.484], [1.928, -0.744, 0.177], [-1.511, 1.836, 0.781], [-1.393, -1.562, -0.181], [2.779, 0.721, -0.496], [0.304, -1.428, -0.757]]}

***

Record 9
{"formula": "C2H7N3", "method": "ωB97M-V with the def2-TZVPD basis set", "smiles": "[H]/N=C\\N.C=N", "largest_force_ha_per_bohr": 0.033, "total_charge": 0, "spin_multiplicity": 1, "lumo_ev": 0.726, "de_lowest_ev": 1.917, "orbital_gap_ha": 0.383, "e_homo_ev": -9.71, "symbols": ["N", "N", "N", "C", "C", "H", "H", "H", "H", "H", "H", "H"], "coordinates": [[-3.488, -0.556, -0.550], [1.191, 0.844, 1.027], [3.312, 0.310, 0.048], [2.061, 0.489, -0.027], [-2.644, -1.440, -0.869], [-1.724, -1.724, -0.355], [3.728, 0.935, 0.736], [-2.887, -2.096, -1.708], [1.652, 1.406, 1.731], [-3.200, -0.118, 0.327], [1.503, 0.491, -0.967], [0.497, 1.461, 0.606]]}

***

Record 10
{"formula": "C2H7N3", "method": "ωB97M-V with the def2-TZVPD basis set", "smiles": "[H]/N=C\\NNC", "largest_force_ha_per_bohr": 0.039, "total_charge": 0, "spin_multiplicity": 1, "lumo_ev": 1.089, "de_lowest_ev": 1.791, "orbital_gap_ha": 0.374, "e_homo_ev": -9.08, "symbols": ["N", "N", "N", "C", "C", "H", "H", "H", "H", "H", "H", "H"], "coordinates": [[-0.741, -0.200, 0.486], [1.423, -1.035, 0.673], [-0.424, 1.105, -0.082], [0.174, -1.153, 0.833], [-0.332, 0.989, -1.560], [-1.692, -0.259, 0.878], [0.347, 0.231, -1.786], [-0.280, -2.102, 1.115], [0.488, 1.412, 0.250], [-1.284, 0.745, -2.022], [1.524, -0.052, 0.366], [0.042, 1.918, -1.976]]}

***

Record 11
{"formula": "C2H7N3", "method": "ωB97M-V with the def2-TZVPD basis set", "smiles": "[H]/N=C/N.C=N", "largest_force_ha_per_bohr": 0.015, "total_charge": 0, "spin_multiplicity": 1, "lumo_ev": 1.030, "de_lowest_ev": 1.207, "orbital_gap_ha": 0.353, "e_homo_ev": -8.58, "symbols": ["N", "N", "N", "C", "C", "H", "H", "H", "H", "H", "H", "H"], "coordinates": [[1.485, 1.058, 0.872], [-1.337, -1.730, -1.198], [-0.935, 0.476, -0.611], [-1.706, -0.509, -1.103], [2.114, 0.091, 1.396], [-0.050, 0.334, -0.133], [-2.717, -0.224, -1.414], [-1.328, 1.398, -0.562], [1.705, 1.935, 1.342], [2.776, 0.272, 2.240], [-1.979, -2.188, -1.839], [1.972, -0.913, 1.009]]}

***

Record 12
{"formula": "C2H7N3O", "method": "ωB97M-V with the def2-TZVPD basis set", "smiles": "[H]/N=C(\\CO)NN", "largest_force_ha_per_bohr": 0.200, "total_charge": 0, "spin_multiplicity": 1, "lumo_ev": 0.557, "de_lowest_ev": 5.191, "orbital_gap_ha": 0.333, "e_homo_ev": -8.52, "symbols": ["O", "N", "N", "N", "C", "C", "H", "H", "H", "H", "H", "H", "H"], "coordinates": [[0.277, -1.735, -0.226], [0.104, 1.721, -1.204], [0.395, 0.914, 0.837], [0.402, 0.057, 2.004], [0.002, 0.689, -0.443], [-0.413, -0.540, -0.779], [1.063, -1.913, -0.710], [-1.269, -0.702, -0.187], [-1.020, -0.806, -1.863], [0.640, 1.845, 0.934], [0.545, -0.846, 1.297], [-0.638, 0.020, 2.560], [-0.088, 1.297, -2.222]]}

***

Record 13
{"formula": "C2H7N3O", "method": "ωB97M-V with the def2-TZVPD basis set", "smiles": "[H]/N=C/N.NC=O", "largest_force_ha_per_bohr": 0.063, "total_charge": 0, "spin_multiplicity": 1, "lumo_ev": 0.965, "de_lowest_ev": 1.461, "orbital_gap_ha": 0.394, "e_homo_ev": -9.74, "symbols": ["O", "N", "N", "N", "C", "C", "H", "H", "H", "H", "H", "H", "H"], "coordinates": [[-1.604, 1.628, -0.841], [-1.079, -1.171, 0.447], [0.757, 1.402, -0.616], [1.148, -1.053, 1.167], [-0.452, 1.943, -0.998], [0.135, -1.731, 0.790], [-0.178, 2.909, -1.501], [-1.942, -1.435, 0.908], [1.921, -1.708, 1.154], [-1.189, -0.185, 0.238], [0.294, -2.739, 0.407], [1.517, 1.428, -1.279], [0.672, 0.711, 0.124]]}

***

Record 14
{"formula": "C2H7N3O", "method": "ωB97M-V with the def2-TZVPD basis set", "largest_force_ha_per_bohr": 0.076, "total_charge": 0, "spin_multiplicity": 1, "lumo_ev": 0.660, "de_lowest_ev": 4.718, "orbital_gap_ha": 0.370, "e_homo_ev": -9.40, "symbols": ["O", "N", "N", "N", "C", "C", "H", "H", "H", "H", "H", "H", "H"], "coordinates": [[1.564, 1.638, -0.075], [-2.739, 0.121, -0.112], [-0.459, -0.228, 0.083], [-1.478, 0.643, 0.192], [0.749, -0.119, 0.023], [1.873, -1.040, 0.006], [1.541, -2.040, 0.284], [-2.962, -0.604, 0.568], [-1.333, 1.558, -0.233], [2.632, -0.686, 0.697], [1.076, 2.107, 0.601], [2.314, -1.055, -0.988], [-2.778, -0.294, -1.047]]}

***

Record 15
{"formula": "C2H7N3O", "method": "ωB97M-V with the def2-TZVPD basis set", "smiles": "CN(N)C(N)=O", "largest_force_ha_per_bohr": 0.085, "total_charge": 0, "spin_multiplicity": 1, "lumo_ev": 0.922, "de_lowest_ev": 2.180, "orbital_gap_ha": 0.362, "e_homo_ev": -8.92, "symbols": ["O", "N", "N", "N", "C", "C", "H", "H", "H", "H", "H", "H", "H"], "coordinates": [[1.098, -1.273, 0.381], [-0.536, 0.103, -0.263], [-1.357, -0.996, -0.312], [1.527, 0.915, -0.230], [-1.138, 1.224, 0.365], [0.739, -0.190, 0.016], [-1.403, -1.543, 0.534], [-1.677, 1.957, -0.241], [2.450, 0.479, 0.006], [-2.073, 0.827, 0.948], [-2.138, -0.921, -0.928], [-0.440, 1.683, 1.096], [1.460, 1.338, -1.114]]}

***

Record 16
{"formula": "C2H7N3O", "method": "ωB97M-V with the def2-TZVPD basis set", "largest_force_ha_per_bohr": 0.069, "total_charge": 0, "spin_multiplicity": 1, "lumo_ev": 0.496, "de_lowest_ev": 5.777, "orbital_gap_ha": 0.334, "e_homo_ev": -8.59, "symbols": ["O", "N", "N", "N", "C", "C", "H", "H", "H", "H", "H", "H", "H"], "coordinates": [[-0.678, 0.915, -0.870], [1.566, -0.876, -2.390], [1.902, -0.506, -1.351], [-1.004, -0.178, 0.044], [2.398, -0.551, -0.161], [-1.772, 0.385, 1.066], [-0.079, -0.564, 0.360], [-1.499, 0.843, -1.372], [2.505, -1.550, 0.277], [2.722, 0.312, 0.407], [-1.401, 0.804, 2.051], [-2.484, -0.268, 1.357], [-2.175, 1.235, 0.583]]}

***

Record 17
{"formula": "C2H7N3O2", "method": "ωB97M-V with the def2-TZVPD basis set", "smiles": "NNC(=O)O.C=N", "largest_force_ha_per_bohr": 0.070, "total_charge": 0, "spin_multiplicity": 1, "lumo_ev": 0.573, "de_lowest_ev": 2.881, "orbital_gap_ha": 0.356, "e_homo_ev": -9.11, "symbols": ["O", "O", "N", "N", "N", "C", "C", "H", "H", "H", "H", "H", "H", "H"], "coordinates": [[1.640, -0.948, 1.259], [1.148, 1.059, 0.324], [0.368, -0.391, -2.016], [-1.614, 1.624, 0.849], [0.549, -0.958, -0.729], [-1.749, 0.349, 0.858], [1.125, -0.155, 0.301], [-0.644, 1.863, 0.577], [0.758, 0.556, -2.017], [-0.638, -0.250, -2.125], [1.906, -0.338, 1.972], [-1.061, -0.448, 0.215], [-2.686, -0.049, 1.282], [0.898, -1.915, -0.750]]}

***

Record 18
{"formula": "C2H7N3O2", "method": "ωB97M-V with the def2-TZVPD basis set", "smiles": "N#[N+][O-].[H]/N=C\\C.O", "largest_force_ha_per_bohr": 0.061, "total_charge": 0, "spin_multiplicity": 1, "lumo_ev": 0.567, "de_lowest_ev": 4.491, "orbital_gap_ha": 0.383, "e_homo_ev": -9.87, "symbols": ["O", "O", "N", "N", "N", "C", "C", "H", "H", "H", "H", "H", "H", "H"], "coordinates": [[-1.216, -0.678, -4.268], [1.077, 0.224, 4.510], [-0.490, 1.248, 3.176], [0.268, 0.692, 3.795], [0.068, -0.714, 1.455], [0.099, 0.234, 0.681], [0.490, 0.303, -0.745], [-0.414, 1.095, 1.191], [-0.282, -0.456, -4.062], [0.995, -0.581, -1.037], [-1.517, -1.184, -3.448], [0.289, -1.624, 1.133], [-0.325, 0.211, -1.470], [0.958, 1.230, -0.910]]}